C37H100BeNO14 as an isolated structure. Source: the OMol25 dataset; level of theory: ωB97M-V/def2-TZVPD.

Properties
* E_HOMO: -9.8741 eV
* gap between HOMO and LUMO: 3.870 eV
* lowest unoccupied orbital energy: -6.004 eV
* total charge: +1
* E_tot: -2591.9919 Eh

Last column: Löwdin charge in e.
Cartesian coordinates (Å):
O -0.343 -4.719 -6.078  -0.063
O -2.898 -4.197 5.521  -0.071
O 3.065 2.579 -1.605  -0.150
O 3.484 -1.004 -5.013  -0.092
O -0.618 3.029 5.142  -0.066
O -1.215 2.911 2.268  -0.090
O -3.955 3.819 -3.402  -0.047
O 1.629 1.382 0.676  -0.055
O 4.997 0.033 5.127  -0.054
O 3.671 1.883 2.689  -0.140
O -0.493 -5.477 1.870  -0.098
O -7.065 -0.898 0.553  -0.094
O 2.776 1.767 -4.845  -0.068
O 0.822 7.032 -1.038  -0.078
N 0.708 0.463 0.524  -0.031
C 3.965 -1.461 -3.771  -0.310
C -0.410 6.275 -1.152  -0.447
C -6.245 0.264 0.225  -0.269
C 0.235 2.036 5.747  -0.467
C 0.052 5.056 -1.938  -0.054
C 0.324 0.216 -0.851  -0.413
C -3.508 1.656 -2.421  -0.051
C 2.002 1.991 -7.192  -0.036
C -2.555 -3.385 4.401  -0.310
C 0.615 0.046 2.946  -0.037
C 1.790 -1.647 1.509  0.000
C -0.890 5.989 0.260  -0.045
C 0.358 -5.552 0.732  -0.308
C -2.134 2.678 1.205  -0.311
C -3.239 2.599 -3.567  -0.498
C 0.675 -0.596 1.551  -0.429
C 4.294 -1.073 5.639  -0.485
C -2.601 -1.912 4.789  -0.089
C -0.345 -5.207 -4.726  -0.475
C 4.328 -2.210 4.585  -0.027
C 0.704 -7.060 0.575  -0.078
C 5.278 -2.230 -3.973  -0.075
C 1.325 2.903 6.320  -0.052
C 0.621 2.620 -5.145  -0.053
C 0.891 -6.113 -4.602  -0.059
C -0.631 1.129 6.668  -0.025
C -3.532 2.156 -5.006  -0.051
C 0.002 1.550 -1.597  -0.018
C 2.883 -0.696 6.037  -0.044
C -1.051 -1.769 0.013  -0.149
C 1.679 1.692 -5.728  -0.504
C 1.490 -0.524 -1.640  0.014
C -0.996 -0.580 -0.896  -0.147
C -4.846 -0.321 -0.024  -0.096
C -0.682 -1.349 1.476  -0.103
C -3.543 2.832 1.784  -0.051
C -0.315 -4.058 -3.737  -0.056
Be 3.517 3.263 0.676  0.824
H 1.314 -0.483 -2.718  0.095
H 1.686 -2.310 2.367  0.091
H -0.772 6.785 0.995  0.089
H 1.203 -7.437 1.474  0.072
H 2.794 -1.235 1.413  0.095
H 1.228 -4.905 0.862  0.097
H -1.820 0.098 -0.647  0.081
H -6.579 0.931 -0.568  0.106
H -0.863 4.470 -2.098  0.071
H -4.894 3.612 -3.461  0.088
H -1.288 -0.775 -1.931  0.125
H -1.983 -1.758 5.680  0.065
H -4.856 -0.721 -1.040  0.075
H 2.928 0.151 6.729  0.070
H -6.275 0.734 1.210  0.104
H -1.208 -3.445 -3.846  0.079
H -3.998 0.363 0.044  0.033
H -3.301 -3.594 3.633  0.114
H -3.639 3.869 2.114  0.083
H -0.363 0.076 6.742  0.059
H -0.737 1.465 7.703  0.080
H -2.020 -2.265 0.048  0.121
H 0.740 -6.799 -3.765  0.074
H 5.174 -3.013 -4.726  0.075
H -1.877 1.685 0.814  0.080
H -0.591 2.284 -1.052  0.069
H 1.031 3.641 7.067  0.088
H -0.339 -2.540 -0.294  0.092
H 4.928 -1.377 6.480  0.140
H -1.191 2.550 4.530  0.054
H 1.503 0.588 3.277  0.049
H -1.160 -5.931 -4.666  0.138
H 0.876 3.688 -5.082  0.082
H 0.629 -3.533 -3.594  0.066
H 0.962 2.063 -1.636  0.039
H -0.343 2.618 1.984  0.061
H -3.302 1.097 -5.156  0.078
H -3.557 -1.556 5.181  0.078
H 2.390 -0.211 5.189  0.049
H 1.815 -5.539 -4.517  0.073
H 4.170 -3.216 4.967  0.084
H -0.420 -4.543 -2.757  0.066
H 4.202 -0.619 -3.123  0.108
H -4.628 2.090 -5.060  0.078
H 2.831 1.383 -7.557  0.079
H -4.602 -1.125 0.669  0.073
H -4.582 1.475 -2.347  0.085
H 2.797 1.697 -1.889  0.006
H 1.707 3.516 5.505  0.083
H -1.530 -3.612 4.104  0.095
H -1.933 5.683 0.332  0.078
H -1.947 3.394 0.400  0.081
H 0.589 -0.712 3.733  0.098
H 1.411 -1.607 -1.532  0.075
H 0.734 1.429 4.985  0.079
H 3.174 -2.121 -3.403  0.098
H 0.692 4.467 -1.281  0.062
H -3.710 -4.633 5.256  0.080
H -0.245 5.219 0.697  0.070
H 1.649 -2.357 0.691  0.070
H 2.188 -1.447 6.408  0.094
H 3.423 1.169 -5.244  0.072
H 4.195 1.556 3.435  0.042
H -3.749 2.265 2.690  0.081
H -2.227 -1.179 4.073  0.043
H 3.529 -2.012 3.867  0.046
H -1.106 6.939 -1.669  0.141
H 2.470 -0.112 -1.413  0.072
H 2.409 3.006 -7.218  0.086
H -0.191 -7.674 0.690  0.079
H -3.113 2.162 -1.540  0.069
H -0.363 2.686 -5.609  0.080
H -0.203 -5.310 -0.171  0.095
H -0.307 1.303 -2.607  0.085
H 6.084 -1.586 -4.327  0.078
H 0.586 2.495 -4.060  0.039
H 1.042 -6.805 -5.431  0.081
H -2.166 2.817 -3.557  0.107
H -1.573 -0.885 1.896  0.112
H -3.278 2.792 -5.848  0.082
H -1.662 1.280 6.341  0.074
H -4.266 2.697 0.979  0.066
H -0.541 -2.305 1.983  0.113
H 1.099 1.940 -7.796  0.085
H 5.060 0.672 5.845  0.101
H 3.171 -1.681 -5.615  0.102
H 2.997 3.125 -2.402  0.065
H 0.494 5.278 -2.906  0.081
H 5.613 -2.729 -3.061  0.075
H 1.309 0.663 -5.625  0.126
H -2.988 0.706 -2.546  0.070
H 2.027 2.211 6.793  0.064
H 3.054 1.167 2.487  -0.015
H 0.961 7.550 -1.835  0.084
H -0.236 0.691 3.164  0.080
H -1.237 -4.548 -6.385  0.085
H -0.026 -5.908 2.592  0.081
H 1.226 -7.207 -0.368  0.070
H -7.648 -0.608 1.259  0.074
H 5.265 -2.135 4.033  0.082